# 1
Density functional theory data (ωB97M-V/def2-TZVPD) for a structure of composition CHF3N3 in a non-equilibrium geometry.

Structure (ORCA input):
```
! RIJCOSX wB97M-V def2-TZVPD def2/J DEFGRID3
* xyz 1 1
C -2.407 -0.062 0.120
N -1.880 0.855 -0.568
N -1.132 0.012 0.817
N -0.023 -0.601 0.328
F -3.437 -0.714 0.326
F 0.264 -1.854 0.699
F -0.144 -0.755 -1.072
H 0.769 0.056 0.348
*
```

As for the HOMO energy: -0.647 hartree. The gap between HOMO and LUMO is 10.4043 eV. Its energy above the lowest of the compared OMol25 structures with the same formula, charge and spin is 71.6 kcal/mol.

# 2
Density functional theory data (ωB97M-V/def2-TZVPD) for a cluster of 2 separate species, C5H10 in total in a non-equilibrium geometry.

Structure (ORCA input):
```
! RIJCOSX wB97M-V def2-TZVPD def2/J DEFGRID3
* xyz 0 1
C 1.176 1.806 3.492
C 2.169 2.161 4.300
H 1.295 0.872 2.963
H 0.399 2.498 3.197
H 3.024 1.512 4.444
H 2.084 2.922 5.069
C -1.443 -1.783 -3.566
C -0.667 -0.957 -2.590
C -1.060 -0.720 -1.339
H -2.490 -1.496 -3.640
H -1.015 -1.717 -4.562
H -1.348 -2.847 -3.344
H 0.325 -0.608 -2.853
H -0.364 -0.680 -0.508
H -2.085 -0.961 -1.063
*
```

Its SMILES is C=CC.C=C. As for the HOMO energy: -0.344 hartree. The gap between HOMO and LUMO is 10.4852 eV. Its energy above the lowest of the compared OMol25 structures with the same formula, charge and spin is 56.7 kcal/mol.

# 3
Density functional theory data (ωB97M-V/def2-TZVPD) for an isolated molecule of C9H12F2.

Structure (ORCA input):
```
! RIJCOSX wB97M-V def2-TZVPD def2/J DEFGRID3
* xyz 0 1
C 0.010 -0.742 0.382
C -1.210 -1.126 0.607
C 0.315 0.541 -0.379
C -0.376 1.658 0.348
C 2.564 1.115 0.740
C -3.260 -2.281 -0.171
C 1.824 0.757 -0.545
C -2.459 -1.432 0.769
C -1.576 2.095 0.028
F -2.282 1.720 -1.040
F -2.267 3.013 0.702
H 0.852 -1.312 0.745
H -0.127 0.452 -1.379
H 0.072 2.041 1.249
H 2.327 0.414 1.542
H 2.309 2.123 1.071
H 3.638 1.084 0.564
H -4.063 -1.685 -0.610
H -3.712 -3.115 0.367
H -2.634 -2.668 -0.971
H 1.986 1.551 -1.279
H 2.245 -0.162 -0.960
H -2.983 -1.087 1.655
*
```

Its SMILES is CC=C=C[C@@H](C=C(F)F)CC. As for the HOMO energy: -0.335 hartree. The gap between HOMO and LUMO is 10.0642 eV. Its energy above the lowest of the compared OMol25 structures with the same formula, charge and spin is 0.0 kcal/mol.

# 4
Density functional theory data (ωB97M-V/def2-TZVPD) for a structure of composition C23H40As2HgN3O9.

Structure (ORCA input):
```
! RIJCOSX wB97M-V def2-TZVPD def2/J DEFGRID3
* xyz 2 2
Hg -1.758 0.166 1.888
N -0.448 0.151 -2.008
C -0.169 -1.058 -2.807
C 1.194 -1.645 -2.415
C 1.218 -2.104 -0.952
N 1.094 -0.879 -0.080
C 0.087 -3.111 -0.658
C -1.309 -2.721 -1.180
N -2.019 -1.837 -0.219
C -1.234 -2.125 -2.590
H 0.076 0.941 -2.366
H 0.319 -0.289 -0.533
H -1.428 0.410 -2.012
H -0.154 -0.819 -3.871
H 1.997 -0.923 -2.594
H 1.386 -2.509 -3.051
H 2.168 -2.581 -0.724
H 1.928 -0.286 -0.093
H 0.897 -1.087 0.895
H 0.029 -3.286 0.422
H 0.370 -4.058 -1.119
H -1.883 -3.644 -1.274
H -2.413 -2.392 0.533
H -2.790 -1.363 -0.678
H -2.215 -1.733 -2.880
H -1.008 -2.944 -3.276
C 3.257 0.262 3.405
C 1.823 -0.148 3.534
C 1.305 -0.452 4.907
O 1.102 -0.222 2.542
H 3.468 1.101 4.075
H 3.487 0.528 2.377
H 3.893 -0.567 3.730
H 2.094 -0.807 5.568
H 0.487 -1.169 4.861
H 0.911 0.478 5.336
C -5.073 2.734 -0.414
O -3.817 3.451 -0.402
C -2.715 2.765 -0.199
O -2.704 1.531 -0.116
C -1.468 3.593 -0.126
C -1.509 4.927 -0.018
As -0.074 6.195 -0.407
C 0.069 7.042 1.350
C 1.478 4.981 -0.342
C 1.528 3.660 -0.166
As 0.056 2.438 0.266
C 0.079 2.933 2.190
C 2.803 2.867 -0.041
O 2.787 1.653 0.078
O 3.899 3.589 -0.056
C 5.166 2.922 0.109
C 2.706 5.879 -0.384
O 3.007 6.453 0.625
O 3.346 6.094 -1.529
C 2.956 5.455 -2.753
C -2.738 5.627 0.536
O -2.921 5.492 1.716
O -3.491 6.424 -0.205
C -3.252 6.577 -1.615
H -5.840 3.491 -0.519
H -5.201 2.192 0.520
H -5.100 2.040 -1.250
H -0.923 7.376 1.651
H 0.731 7.898 1.264
H 0.469 6.355 2.089
H 0.659 3.841 2.337
H 0.517 2.124 2.768
H -0.945 3.112 2.530
H 5.911 3.709 0.077
H 5.325 2.207 -0.695
H 5.200 2.413 1.069
H 3.837 5.456 -3.385
H 2.163 6.023 -3.236
H 2.629 4.430 -2.590
H -4.205 6.848 -2.055
H -2.894 5.649 -2.062
H -2.539 7.377 -1.791
*
```

As for the HOMO energy (alpha / beta): -0.511 / -0.511 hartree. The expectation value of S² is 0.75. The gap between HOMO and LUMO (alpha / beta) is 8.4801 / 5.0058 eV. Its energy above the lowest of the compared OMol25 structures with the same formula, charge and spin is 0.0 kcal/mol.

Which formula does entry 4 have? C23H40As2HgN3O9

Look up the energy above the lowest of the compared OMol25 structures with the same formula, charge and spin of the third one. 0.0 kcal/mol

What is the energy above the lowest of the compared OMol25 structures with the same formula, charge and spin in the fourth record? 0.0 kcal/mol